ORCA calculation (ωB97M-V with the def2-TZVPD basis set) on C31H25Cl5N2O4PRuS as an isolated structure.

CARTESIAN COORDINATES (ANGSTROEM)
Ru1 0.94 0.40 -0.47
C1 1.72 -1.96 1.54
C2 2.91 -1.71 2.36
C3 4.02 -1.79 1.57
C4 3.55 -2.07 0.23
C5 2.14 -2.16 0.24
H1 0.72 -2.01 1.93
H2 2.88 -1.50 3.42
H3 5.05 -1.65 1.85
H4 4.18 -2.20 -0.64
H5 1.53 -2.45 -0.61
O1 -0.32 0.67 -4.47
S1 -0.39 0.18 -3.12
O2 0.85 -0.44 -2.62
O3 -0.89 1.12 -2.11
C6 -1.61 -1.11 -3.07
C7 -2.10 -1.64 -4.25
C8 -3.06 -2.64 -4.21
C9 -3.51 -3.11 -2.98
C10 -3.00 -2.58 -1.80
C11 -2.04 -1.56 -1.82
P1 -1.42 -0.85 -0.24
C12 -1.56 -2.24 0.91
C13 -1.12 -3.52 0.56
C14 -1.05 -4.53 1.51
C15 -1.42 -4.27 2.83
C16 -1.85 -3.01 3.19
C17 -1.93 -2.00 2.23
C18 -2.72 0.30 0.28
C19 -2.36 1.60 0.61
C20 -3.31 2.52 1.03
C21 -4.64 2.14 1.13
C22 -5.01 0.84 0.82
C23 -4.06 -0.08 0.40
H6 -1.73 -1.25 -5.19
H7 -3.44 -3.05 -5.13
H8 -4.26 -3.89 -2.93
H9 -3.36 -2.98 -0.86
H10 -0.81 -3.73 -0.46
H11 -0.71 -5.51 1.22
H12 -1.36 -5.06 3.57
H13 -2.13 -2.79 4.21
H14 -2.27 -1.01 2.53
H15 -1.32 1.91 0.54
H16 -3.01 3.53 1.28
H17 -5.38 2.85 1.46
H18 -6.05 0.53 0.90
H19 -4.36 -1.09 0.16
C24 3.34 4.57 -1.68
N1 1.90 4.71 -1.85
C25 1.07 3.66 -1.66
N2 -0.28 3.89 -1.77
O4 1.53 2.55 -1.37
H20 3.80 5.55 -1.76
H21 3.76 3.90 -2.43
H22 3.56 4.15 -0.69
H23 1.53 5.59 -2.14
H24 -0.57 4.71 -2.27
H25 -0.80 3.04 -1.96
Cl1 4.30 0.91 -1.09
C26 3.81 1.31 0.53
C27 2.48 1.13 0.88
C28 2.17 1.44 2.19
Cl2 0.52 1.21 2.70
C29 3.09 1.89 3.13
Cl3 2.63 2.25 4.75
C30 4.42 2.06 2.73
Cl4 5.60 2.61 3.86
C31 4.78 1.76 1.42
Cl5 6.42 1.95 0.93

Its lowest unoccupied orbital energy (alpha / beta) is 0.372 / -1.433 eV. Its total charge is 0. The HOMO energy (alpha / beta) comes out at -7.67 / -8.38 eV. The spin multiplicity is 6.

=====

ORCA calculation (ωB97M-V with the def2-TZVPD basis set) on an isolated ion of composition C5H5ClNO2 and charge -1 in a non-equilibrium geometry.

CARTESIAN COORDINATES (ANGSTROEM)
C1 1.65 -0.05 -0.08
C2 0.50 0.38 0.80
C3 -0.87 0.37 0.04
Cl1 -2.10 1.41 0.99
C4 -0.88 0.81 -1.27
N1 -0.67 1.07 -2.38
C5 -1.44 -1.36 0.11
O1 -0.77 -1.90 -0.75
O2 -2.31 -1.57 0.91
H1 2.59 -0.25 0.49
H2 1.83 0.71 -0.74
H3 1.49 -0.92 -0.67
H4 0.75 1.50 0.96
H5 0.23 -0.19 1.59

Its lowest unoccupied orbital energy is 3.700 eV. Its total charge is -1. The HOMO energy comes out at -4.45 eV. As for the SMILES: CC[C@@](Cl)(C#N)C(=O)[O-].

=====

ORCA calculation (ωB97M-V with the def2-TZVPD basis set) on a 13-piece molecular cluster, H26O13 overall.

CARTESIAN COORDINATES (ANGSTROEM)
O1 2.40 -1.89 -1.83
H1 1.44 -1.85 -1.69
H2 2.55 -2.78 -2.16
O2 0.31 1.09 2.45
H3 1.02 1.48 1.91
H4 0.32 1.60 3.27
O3 -1.27 3.01 0.09
H5 -1.40 2.78 1.02
H6 -2.16 3.01 -0.30
O4 -2.70 -1.76 2.43
H7 -3.13 -1.11 1.87
H8 -1.80 -1.84 2.07
O5 1.55 0.11 -3.15
H9 2.07 -0.64 -2.84
H10 1.45 0.69 -2.39
O6 -0.15 -0.16 -0.10
H11 0.50 0.55 -0.25
H12 -0.43 -0.04 0.82
O7 2.46 -1.51 1.05
H13 2.21 -0.74 1.59
H14 2.60 -1.16 0.16
O8 -2.25 2.25 2.71
H15 -2.83 1.68 2.20
H16 -1.38 1.79 2.71
O9 -2.48 -1.00 -1.83
H17 -3.09 -0.51 -2.39
H18 -2.11 -0.33 -1.23
O10 0.01 2.29 -2.30
H19 -0.15 3.13 -2.74
H20 -0.29 2.43 -1.38
O11 0.18 -2.93 1.34
H21 0.52 -3.75 1.72
H22 0.99 -2.42 1.11
O12 -0.20 -2.94 -1.45
H23 0.07 -2.93 -0.52
H24 -0.87 -2.24 -1.51
O13 1.81 2.00 0.13
H25 2.59 1.71 -0.38
H26 1.63 2.90 -0.19

Its lowest unoccupied orbital energy is -0.395 eV. Its total charge is 0. The HOMO energy comes out at -10.22 eV.

=====

ORCA calculation (ωB97M-V with the def2-TZVPD basis set) on one molecule with the formula C5H8O2 in a non-equilibrium geometry.

CARTESIAN COORDINATES (ANGSTROEM)
C1 0.68 -2.00 0.43
C2 0.22 -0.78 0.70
C3 -0.73 0.08 -0.55
O1 -2.05 -0.31 -0.45
C4 -0.57 1.51 -0.35
C5 0.69 2.02 -0.21
O2 1.74 1.23 -0.08
H1 1.04 -2.26 -0.56
H2 0.81 -2.76 1.19
H3 -0.16 -0.55 1.69
H4 -0.23 -0.30 -1.44
H5 -2.12 -1.26 -0.60
H6 -1.45 2.10 -0.14
H7 0.84 3.05 0.09
H8 1.29 0.21 0.31

Its lowest unoccupied orbital energy is 0.211 eV. Its total charge is 0. The HOMO energy comes out at -8.36 eV. As for the SMILES: C=C[C@@H](O)/C=C\O.

=====

ORCA calculation (ωB97M-V with the def2-TZVPD basis set) on a 2-piece molecular cluster, C3H7NO2 overall.

CARTESIAN COORDINATES (ANGSTROEM)
C1 2.16 0.19 0.02
N1 0.85 -0.43 -0.06
C2 -0.12 0.06 0.55
O1 -0.49 1.09 1.33
C3 -1.53 0.12 0.81
O2 -2.42 0.57 -0.10
H1 2.41 0.61 -0.96
H2 2.25 0.97 0.78
H3 2.90 -0.60 0.24
H4 -2.01 -0.43 1.61
H5 -1.98 0.68 -0.96
H6 -0.61 -1.52 -1.36
H7 -1.33 -1.66 -1.52

Its lowest unoccupied orbital energy is 0.904 eV. Its total charge is 0. The HOMO energy comes out at -10.06 eV. As for the SMILES: C/N=C1\O[C@H]1O.[H][H].

=====

ORCA calculation (ωB97M-V with the def2-TZVPD basis set) on C13H33AlN3O4 as an isolated structure.

CARTESIAN COORDINATES (ANGSTROEM)
C1 3.23 -1.39 1.98
C2 2.48 -0.19 1.42
C3 1.63 0.57 2.46
O1 0.27 0.65 2.11
C4 -0.47 -0.56 2.34
Al1 -2.38 -0.57 1.64
H1 3.50 -2.11 1.20
H2 2.63 -1.91 2.73
H3 4.17 -1.10 2.46
H4 3.18 0.49 0.94
H5 1.77 -0.53 0.66
H6 1.73 0.08 3.44
H7 1.98 1.60 2.57
H8 0.07 -1.41 1.88
H9 -0.47 -0.76 3.42
H10 -3.04 -1.86 2.37
H11 -3.17 0.82 2.01
H12 -2.36 -0.82 0.00
C5 -4.07 -4.31 4.65
C6 -5.15 -3.92 3.67
O2 -5.42 -2.76 3.45
N1 -5.80 -4.94 3.01
C7 -5.58 -6.35 3.13
H13 -3.66 -3.38 5.05
H14 -4.46 -4.92 5.47
H15 -3.27 -4.86 4.16
H16 -6.48 -4.61 2.35
H17 -5.26 -6.80 2.19
H18 -6.48 -6.88 3.46
H19 -4.80 -6.54 3.87
C8 2.29 3.40 -1.77
C9 3.63 2.91 -1.29
O3 3.79 1.77 -0.91
N2 4.67 3.80 -1.29
C10 4.64 5.19 -1.70
H20 1.58 2.58 -1.67
H21 1.93 4.24 -1.17
H22 2.31 3.72 -2.82
H23 5.53 3.42 -0.95
H24 5.34 5.37 -2.53
H25 4.91 5.86 -0.88
H26 3.65 5.45 -2.05
C11 -1.04 2.58 -4.47
C12 0.35 2.87 -4.99
O4 0.82 4.00 -4.96
N3 1.07 1.83 -5.48
C13 0.68 0.44 -5.57
H27 -1.46 3.52 -4.12
H28 -1.68 2.17 -5.26
H29 -1.01 1.87 -3.65
H30 1.99 2.09 -5.80
H31 1.34 -0.20 -4.98
H32 0.68 0.08 -6.60
H33 -0.33 0.31 -5.18

Its lowest unoccupied orbital energy is 2.461 eV. Its total charge is -1. The HOMO energy comes out at -4.43 eV.

=====

ORCA calculation (ωB97M-V with the def2-TZVPD basis set) on C25H40AsNPPbS4Sb as an isolated structure.

CARTESIAN COORDINATES (ANGSTROEM)
Pb1 -1.46 -1.84 -1.11
C1 3.90 -0.93 -2.68
C2 2.68 -1.70 -2.16
C3 1.64 -1.80 -3.28
P1 1.81 -1.06 -0.64
C4 2.87 -1.64 0.78
C5 2.44 -0.87 2.03
C6 4.39 -1.70 0.67
C7 1.98 0.76 -0.69
C8 3.22 1.41 -0.61
C9 3.39 2.78 -0.57
C10 4.75 3.42 -0.48
C11 2.22 3.55 -0.63
C12 0.98 2.98 -0.71
C13 0.78 1.55 -0.74
N1 -0.43 0.99 -0.84
C14 -1.57 1.76 -0.66
C15 -1.95 2.22 0.62
C16 -1.07 1.94 1.81
C17 -3.15 2.90 0.79
C18 -4.01 3.14 -0.27
C19 -5.34 3.83 -0.07
C20 -3.63 2.69 -1.53
C21 -2.44 2.01 -1.74
C22 -2.06 1.54 -3.12
H1 4.29 -1.43 -3.58
H2 4.71 -0.88 -1.95
H3 3.63 0.09 -2.95
H4 2.98 -2.71 -1.88
H5 1.20 -0.82 -3.49
H6 0.83 -2.48 -3.02
H7 2.10 -2.17 -4.20
H8 2.52 -2.68 0.89
H9 2.80 0.15 1.99
H10 2.83 -1.35 2.93
H11 1.35 -0.82 2.11
H12 4.83 -0.71 0.57
H13 4.72 -2.32 -0.17
H14 4.80 -2.14 1.59
H15 4.11 0.80 -0.57
H16 5.53 2.66 -0.39
H17 4.85 4.09 0.38
H18 4.99 4.01 -1.37
H19 2.30 4.64 -0.61
H20 0.10 3.61 -0.77
H21 -0.62 0.95 1.72
H22 -1.63 2.00 2.74
H23 -0.24 2.65 1.86
H24 -3.43 3.23 1.79
H25 -5.33 4.46 0.83
H26 -6.15 3.11 0.05
H27 -5.59 4.47 -0.92
H28 -4.28 2.87 -2.38
H29 -2.62 2.09 -3.88
H30 -2.28 0.48 -3.26
H31 -0.99 1.68 -3.30
S1 -4.03 -5.85 -2.69
As1 -3.33 -4.75 -1.02
S2 -4.03 -2.63 -1.10
S3 -1.10 -4.46 -1.18
S4 -3.75 -5.54 0.91
C23 -1.17 -1.05 3.79
Sb1 -1.76 -2.15 2.03
C24 -3.78 -2.32 2.65
C25 -1.02 -4.02 2.71
H32 -1.48 -1.63 4.67
H33 -1.67 -0.08 3.79
H34 -0.09 -0.89 3.83
H35 -3.79 -2.79 3.63
H36 -4.31 -2.95 1.93
H37 -4.23 -1.33 2.69
H38 -1.65 -4.37 3.52
H39 0.02 -3.91 3.04
H40 -1.07 -4.73 1.88

Its lowest unoccupied orbital energy is 4.144 eV. Its total charge is -2. The HOMO energy comes out at -1.67 eV.

=====

ORCA calculation (ωB97M-V with the def2-TZVPD basis set) on C48H108F10KN11O20S10 as an isolated structure in a non-equilibrium geometry.

CARTESIAN COORDINATES (ANGSTROEM)
K1 9.52 -1.12 -2.08
C1 7.56 -7.05 11.81
C2 8.05 -5.95 10.79
C3 7.34 -4.55 11.02
N1 7.50 -3.55 9.78
C4 6.59 -2.30 10.00
C5 8.94 -3.10 9.41
C6 9.07 -3.11 7.95
C7 8.18 -4.31 7.60
C8 6.99 -4.34 8.51
H1 7.82 -8.08 11.56
H2 6.51 -6.91 12.06
H3 7.88 -6.84 12.82
H4 7.96 -6.36 9.78
H5 9.11 -5.93 11.02
H6 7.72 -3.90 11.80
H7 6.25 -4.58 11.12
H8 6.81 -1.97 11.01
H9 5.51 -2.32 9.82
H10 7.06 -1.60 9.31
H11 9.06 -2.11 9.84
H12 9.49 -3.89 9.94
H13 8.87 -2.11 7.57
H14 10.06 -3.55 7.82
H15 7.91 -4.28 6.55
H16 8.83 -5.19 7.63
H17 6.25 -3.73 7.99
H18 6.51 -5.31 8.64
C9 15.04 -5.77 -0.58
C10 14.08 -6.90 -0.85
C11 13.46 -7.37 0.44
N2 12.12 -8.26 0.18
C12 11.14 -7.43 -0.68
C13 11.56 -8.56 1.61
C14 11.56 -10.12 1.76
C15 12.51 -10.63 0.74
C16 12.35 -9.62 -0.45
H19 16.10 -5.94 -0.79
H20 15.01 -5.26 0.39
H21 14.87 -4.95 -1.28
H22 14.47 -7.61 -1.58
H23 13.29 -6.34 -1.36
H24 13.25 -6.58 1.16
H25 14.09 -8.10 0.94
H26 11.24 -6.42 -0.28
H27 10.21 -7.97 -0.51
H28 11.36 -7.45 -1.75
H29 10.61 -8.04 1.68
H30 12.31 -8.15 2.28
H31 10.56 -10.52 1.57
H32 11.67 -10.54 2.76
H33 12.22 -11.62 0.36
H34 13.54 -10.53 1.07
H35 11.50 -9.87 -1.07
H36 13.19 -9.60 -1.15
C17 4.01 -7.09 -7.61
C18 3.81 -6.19 -6.27
C19 4.94 -6.17 -5.21
N3 4.54 -6.03 -3.76
C20 3.77 -4.66 -3.75
C21 3.68 -7.21 -3.33
C22 4.06 -7.52 -1.84
C23 5.62 -7.24 -1.78
C24 5.79 -6.03 -2.79
H37 4.93 -6.91 -8.17
H38 3.27 -6.98 -8.41
H39 4.04 -8.13 -7.27
H40 2.83 -6.36 -5.82
H41 3.71 -5.14 -6.54
H42 5.41 -5.24 -5.52
H43 5.55 -7.08 -5.17
H44 3.65 -4.65 -2.67
H45 2.79 -4.55 -4.23
H46 4.51 -3.94 -4.10
H47 2.62 -7.02 -3.53
H48 4.06 -8.13 -3.77
H49 3.55 -6.90 -1.10
H50 4.03 -8.57 -1.55
H51 6.04 -7.03 -0.79
H52 6.17 -8.08 -2.18
H53 5.88 -5.02 -2.37
H54 6.76 -6.12 -3.29
C25 11.54 0.95 8.71
C26 12.84 0.56 8.05
C27 13.59 -0.45 8.98
N4 15.16 -0.25 9.06
C28 15.49 0.94 9.99
C29 15.70 0.03 7.60
C30 16.13 -1.28 7.06
C31 15.80 -2.33 8.12
C32 15.96 -1.46 9.45
H55 11.59 1.73 9.47
H56 11.14 0.03 9.12
H57 11.03 1.35 7.84
H58 13.46 1.39 7.72
H59 12.69 0.24 7.01
H60 13.37 -1.48 8.69
H61 13.24 -0.40 10.01
H62 15.33 0.68 11.04
H63 15.00 1.89 9.82
H64 16.58 0.97 9.96
H65 16.63 0.53 7.86
H66 15.15 0.67 6.91
H67 17.18 -1.43 6.81
H68 15.55 -1.43 6.15
H69 16.42 -3.21 7.99
H70 14.81 -2.67 7.83
H71 17.00 -1.17 9.59
H72 15.51 -1.96 10.31
C33 -2.14 -2.65 0.30
C34 -0.58 -2.35 0.47
C35 0.28 -3.46 1.04
N5 1.77 -3.14 1.09
C36 2.13 -1.79 1.75
C37 2.39 -3.19 -0.28
C38 3.83 -3.54 -0.08
C39 3.97 -4.23 1.34
C40 2.55 -4.25 1.85
H73 -2.68 -2.67 1.25
H74 -2.26 -3.66 -0.10
H75 -2.66 -1.96 -0.36
H76 -0.46 -1.50 1.15
H77 -0.12 -2.16 -0.50
H78 0.33 -4.30 0.34
H79 -0.15 -3.72 2.00
H80 1.73 -1.03 1.08
H81 3.21 -1.68 1.64
H82 1.85 -1.76 2.80
H83 2.25 -2.24 -0.80
H84 1.96 -3.99 -0.90
H85 4.36 -2.59 -0.05
H86 4.29 -4.22 -0.79
H87 4.71 -3.73 1.96
H88 4.28 -5.26 1.12
H89 2.34 -4.28 2.92
H90 2.00 -5.11 1.47
C41 10.24 -1.53 4.84
C42 10.07 -2.71 3.95
C43 9.48 -2.37 2.61
N6 8.48 -3.44 2.09
C44 7.20 -3.71 2.91
C45 7.98 -3.00 0.67
C46 7.73 -4.25 -0.15
C47 8.31 -5.43 0.68
C48 9.16 -4.73 1.82
H91 10.50 -0.63 4.28
H92 10.96 -1.63 5.65
H93 9.29 -1.32 5.33
H94 9.66 -3.59 4.45
H95 11.07 -3.13 3.90
H96 10.16 -2.27 1.76
H97 8.79 -1.53 2.71
H98 6.48 -2.90 2.80
H99 7.54 -3.72 3.95
H100 6.87 -4.73 2.73
H101 7.02 -2.52 0.84
H102 8.57 -2.27 0.11
H103 6.66 -4.45 -0.14
H104 7.92 -4.21 -1.22
H105 7.47 -5.94 1.14
H106 8.85 -6.18 0.10
H107 9.23 -5.11 2.84
H108 10.05 -4.42 1.25
N7 7.42 -7.24 3.54
S1 8.61 -7.81 4.57
O1 9.62 -8.74 4.01
O2 8.38 -7.88 6.03
F1 9.43 -6.40 4.62
S2 6.97 -8.52 2.98
O3 6.35 -9.55 3.86
O4 7.66 -9.04 1.77
F2 5.66 -7.71 2.43
N8 9.75 -3.46 -3.56
S3 9.33 -3.86 -5.06
O5 8.01 -4.46 -5.21
O6 10.37 -4.23 -6.00
F3 8.79 -2.41 -5.45
S4 10.48 -4.76 -3.22
O7 12.00 -4.83 -3.25
O8 9.78 -6.09 -3.34
F4 10.42 -4.62 -1.61
N9 7.11 -0.43 -0.88
S5 6.09 -0.77 -2.20
O9 6.48 -0.29 -3.52
O10 4.70 -1.08 -2.03
F5 6.48 -2.29 -2.31
S6 6.10 0.30 -0.13
O11 5.27 -0.59 0.76
O12 5.46 1.53 -0.55
F6 7.08 0.92 0.93
N10 4.64 -0.26 6.08
S7 6.20 -0.34 5.72
O13 6.73 -1.13 4.55
O14 7.12 -0.38 6.91
F7 6.34 1.26 5.28
S8 4.14 -1.79 5.66
O15 4.32 -2.91 6.55
O16 4.00 -2.09 4.29
F8 2.62 -1.41 5.99
N11 11.75 -1.14 -0.43
S9 12.68 -2.23 -0.15
O17 12.16 -3.42 0.59
O18 14.14 -2.03 -0.24
F9 12.55 -2.92 -1.62
S10 12.38 -0.24 0.92
O19 13.29 0.84 0.54
O20 12.53 -0.87 2.23
F10 11.08 0.65 1.07

Its lowest unoccupied orbital energy is -3.734 eV. Its total charge is +2. The HOMO energy comes out at -13.10 eV.

=====

Short version: DFT total energy = -129039.688 -23374.569 -27040.648 -9406.326 -8806.705 -33273.919 -153322.188 -260692.279 eV, in the order given.